Entry from OMol25: a 2-piece molecular cluster, C4H10O2 overall at a distorted geometry (ωB97M-V/def2-TZVPD).

Positions of all 16 atoms, in Å:
C1 -1.04256 0.83265 -0.74267
C2 0.08124 0.21811 -1.50404
C3 1.59133 0.59315 -0.88744
H1 -1.01924 1.09318 0.32500
H2 -1.20020 1.77512 -1.28280
H3 -1.95999 0.22702 -0.82286
H4 0.02219 -0.85829 -1.62398
H5 0.23060 0.78039 -2.44022
H6 2.42197 0.10757 -1.38715
H7 1.56800 0.29957 0.16900
H8 1.64616 1.68119 -0.88592
O1 -0.20727 -1.64035 0.91627
C4 -0.63857 -1.14509 1.91623
O2 -0.29505 -1.42708 3.16472
H9 -1.11796 -0.15567 1.87855
H10 -0.08065 -2.38148 3.20732

The calculated total energy comes out at -308.4678 a.u. For the highest occupied orbital energy (alpha / beta), the calculation gives -15.419 / -14.962 eV. The calculation puts the molecular weight at 90.1 g/mol. As for the charge: +1. For the LUMO energy (alpha / beta), the calculation gives -2.84 / -10.46 eV. Its spin multiplicity is 2.